Formula: C32H30BFO7Si2
Source: the OMol25 dataset
Level of theory: the ωB97M-V functional and the def2-TZVPD basis

The calculation puts the total energy at -2468.0174 a.u. The total charge is 0. As for the LUMO energy: -1.177 eV. The calculation puts the frontier orbital gap at 8.254 eV. The max |F| is 0.819 eV Å⁻¹. As for the HOMO energy: -9.43 eV.

Last column: Mulliken charge in e.
Geometry (Å):
C  -3.475  -2.068  3.906  -1.054
B  -3.483  -1.667  2.394  0.041
O  -2.252  -1.635  1.731  -0.035
Si  -5.161  -1.216  1.370  0.209
C  -4.899  -0.388  -0.299  -1.008
C  -3.654  -0.844  -1.067  0.428
C  -2.478  0.113  -0.860  -0.814
O  -3.977  -0.881  -2.465  -0.593
O  -6.188  -0.230  2.285  -0.183
Si  -5.567  1.125  2.945  0.606
F  -6.388  2.414  2.499  -0.271
H  -2.791  -2.899  4.088  0.307
H  -4.456  -2.273  4.328  0.316
H  -3.050  -1.217  4.453  0.362
H  -2.001  -0.710  1.630  0.172
H  -5.943  -2.455  1.135  -0.199
H  -5.777  -0.632  -0.901  0.344
H  -4.891  0.702  -0.225  0.432
H  -3.364  -1.849  -0.751  0.306
H  -2.526  0.629  0.100  0.179
H  -2.522  0.875  -1.636  0.578
H  -1.530  -0.419  -0.934  -0.142
H  -3.604  -1.673  -2.847  0.362
H  -5.651  1.022  4.409  -0.141
H  -4.181  1.318  2.462  -0.151
C  4.598  -2.884  -3.382  -0.570
C  5.664  -3.337  -2.612  -0.530
C  5.454  -3.745  -1.305  -0.604
C  4.179  -3.692  -0.758  0.150
C  3.113  -3.216  -1.525  0.446
C  3.326  -2.824  -2.841  -0.608
C  1.745  -3.116  -0.952  0.590
O  0.812  -2.708  -1.619  -0.740
C  1.550  -3.513  0.467  0.240
C  0.296  -3.350  1.037  -0.903
C  0.090  -3.706  2.357  -0.199
C  1.130  -4.246  3.107  -0.578
C  2.386  -4.406  2.543  -0.570
C  2.605  -4.027  1.226  0.167
C  3.971  -4.157  0.646  0.526
O  4.888  -4.616  1.291  -0.661
H  4.763  -2.576  -4.407  0.426
H  6.659  -3.375  -3.034  0.405
H  6.275  -4.107  -0.702  0.488
H  2.490  -2.474  -3.432  0.583
H  -0.509  -2.931  0.451  0.670
H  -0.883  -3.561  2.802  0.306
H  0.963  -4.529  4.138  0.412
H  3.204  -4.811  3.122  0.487
C  1.083  7.868  -0.313  -0.454
C  0.012  7.399  0.440  -0.505
C  -0.265  6.044  0.484  -0.560
C  0.523  5.151  -0.232  0.172
C  1.588  5.625  -1.001  0.191
C  1.869  6.984  -1.032  -0.608
C  2.428  4.693  -1.809  0.650
O  3.357  5.104  -2.470  -0.669
C  2.083  3.244  -1.782  0.327
C  2.817  2.357  -2.561  -0.822
C  2.518  1.005  -2.540  -0.608
C  1.488  0.527  -1.735  -0.133
C  0.755  1.410  -0.960  -0.560
C  1.042  2.767  -0.983  -0.119
C  0.218  3.694  -0.158  0.517
O  -0.676  3.277  0.550  -0.684
H  1.302  8.928  -0.341  0.404
H  -0.605  8.093  0.993  0.394
H  -1.092  5.668  1.070  0.475
H  2.701  7.340  -1.624  0.471
H  3.617  2.736  -3.181  0.477
H  3.090  0.320  -3.151  0.450
H  1.239  -0.527  -1.700  0.522
H  -0.050  1.051  -0.334  0.687